Here is a cluster of 2 separate species, CH2BF3 in total from the Open Molecules 2025 dataset. Energies are from wB97M-V/def2-TZVPD.

Summary:
relative energy (zero: lowest compared OMol25 entry of this formula, charge and spin)	119.7	kcal per mole
gap between HOMO and LUMO (spin up / spin down)	7.759 / 7.516	eV
E_LUMO (spin up / spin down)	-0.92 / -0.99	eV
energy	-363.57731	a.u.

Structure (ORCA input):
```
! RIJCOSX wB97M-V def2-TZVPD def2/J DEFGRID3
* xyz 0 1
B -0.615 -1.480 -0.335
C 0.514 0.964 0.287
F 0.966 1.143 1.501
F 1.405 1.090 -0.674
F -0.528 1.830 0.168
H -1.354 -1.993 0.503
H -0.388 -1.555 -1.450
*
```

Charge distribution, Mulliken scheme, values in e:
1. B 0.197
2. C 0.288
3. F -0.181
4. F -0.173
5. F -0.198
6. H 0.032
7. H 0.035



Here is a structure of composition H18InO9 from the Open Molecules 2025 dataset. Energies are from wB97M-V/def2-TZVPD.

Summary:
relative energy (zero: lowest compared OMol25 entry of this formula, charge and spin)	22.3	kcal per mole
gap between HOMO and LUMO	11.214	eV
E_LUMO	-10.88	eV
energy	-877.04341	a.u.

Structure (ORCA input):
```
! RIJCOSX wB97M-V def2-TZVPD def2/J DEFGRID3
* xyz 3 1
In -0.038 -0.085 0.029
O -0.150 -0.590 2.096
H -0.950 -0.652 2.583
H 0.525 -0.161 2.634
O -0.391 1.678 -1.140
H -0.297 2.013 -2.015
H -0.845 2.422 -0.791
O -1.090 1.957 1.448
H -0.511 2.528 1.949
H -1.991 2.225 1.615
O -0.297 -0.903 -1.907
H -1.046 -0.522 -2.425
H -0.138 -1.779 -2.246
O -2.140 -0.024 -0.008
H -2.770 -0.687 0.355
H -2.641 0.681 -0.459
O 1.506 -1.537 0.188
H 1.315 -2.408 -0.240
H 2.279 -1.629 0.782
O 2.205 0.558 -1.821
H 2.741 0.283 -2.505
H 2.358 1.516 -1.744
O -1.003 -2.613 0.223
H -1.437 -2.870 -0.560
H -0.719 -3.394 0.697
O 1.543 1.134 0.836
H 2.513 1.160 0.779
H 1.480 1.700 1.647
*
```

Charge distribution, Mulliken scheme, values in e:
1. In 1.957
2. O -0.549
3. H 0.352
4. H 0.346
5. O -0.450
6. H 0.284
7. H 0.299
8. O -0.448
9. H 0.271
10. H 0.290
11. O -0.543
12. H 0.351
13. H 0.324
14. O -0.530
15. H 0.323
16. H 0.358
17. O -0.529
18. H 0.330
19. H 0.321
20. O -0.495
21. H 0.272
22. H 0.306
23. O -0.540
24. H 0.306
25. H 0.308
26. O -0.531
27. H 0.312
28. H 0.304



Here is a cluster of 2 separate species, C3H8O2S in total from the Open Molecules 2025 dataset. Energies are from wB97M-V/def2-TZVPD.

Summary:
SMILES string	O=CO.CSC
relative energy (zero: lowest compared OMol25 entry of this formula, charge and spin)	36.3	kcal per mole
gap between HOMO and LUMO	9.124	eV
E_LUMO	0.58	eV
energy	-667.72316	a.u.

Structure (ORCA input):
```
! RIJCOSX wB97M-V def2-TZVPD def2/J DEFGRID3
* xyz 0 1
O -2.153 1.605 -3.087
C -1.358 1.483 -2.232
O -1.429 0.463 -1.316
H -0.482 2.158 -1.987
H -2.432 0.529 -1.041
C -0.371 -0.831 1.495
S 1.102 -1.995 1.257
C 2.138 -0.553 0.678
H -0.299 -0.146 2.217
H -0.552 -0.248 0.577
H -1.154 -1.568 1.554
H 3.089 -0.707 1.178
H 1.678 0.377 1.105
H 2.222 -0.566 -0.398
*
```

Charge distribution, Mulliken scheme, values in e:
1. O -0.437
2. C 0.226
3. O -0.446
4. H 0.274
5. H 0.326
6. C -0.721
7. S -0.087
8. C -0.752
9. H 0.448
10. H 0.080
11. H 0.297
12. H 0.335
13. H 0.220
14. H 0.236



Here is a structure of composition C46H53BBr21Cl3F12N17O16S4V from the Open Molecules 2025 dataset. Energies are from wB97M-V/def2-TZVPD.

Summary:
gap between HOMO and LUMO (spin up / spin down)	7.365 / 8.321	eV
E_LUMO (spin up / spin down)	-2.59 / -1.64	eV
energy	-63114.27616	a.u.

Structure (ORCA input):
```
! RIJCOSX wB97M-V def2-TZVPD def2/J DEFGRID3
* xyz 0 3
V 19.641 13.525 18.674
C 17.945 14.837 15.110
F 17.988 15.211 13.868
F 17.038 15.507 15.669
F 17.649 13.588 15.148
S 19.709 15.089 15.808
O 20.462 13.885 15.551
O 20.243 16.311 15.325
N 19.530 15.215 17.530
S 19.165 16.639 18.163
O 18.245 17.377 17.402
O 18.833 16.318 19.500
C 20.849 17.598 18.135
F 21.254 17.870 19.361
F 21.834 16.962 17.519
F 20.578 18.724 17.492
C 17.957 15.439 22.362
F 19.068 16.140 22.283
F 17.622 15.378 23.633
F 17.017 16.022 21.688
S 18.316 13.631 21.661
O 19.644 13.285 21.994
O 17.267 12.823 22.188
N 18.170 13.592 19.961
S 16.699 13.490 19.277
O 15.739 14.255 19.959
O 16.975 13.716 17.887
C 16.282 11.581 19.600
F 17.212 10.822 20.149
F 15.236 11.625 20.364
F 15.907 11.076 18.437
O 27.879 13.315 16.475
C 26.915 12.723 16.766
O 25.630 13.025 16.440
B 24.707 12.099 17.061
O 25.536 11.159 17.855
C 26.810 11.448 17.659
O 27.730 10.884 18.187
O 23.801 11.432 16.152
C 22.514 11.671 16.403
O 21.595 11.107 15.946
C 22.550 12.731 17.527
O 23.753 12.905 17.974
O 21.573 13.307 18.009
C 18.770 11.097 14.980
C 18.885 11.453 16.393
N 18.957 11.829 17.469
H 17.718 10.973 14.728
H 19.325 10.194 14.756
H 19.272 11.873 14.428
C 20.286 15.127 12.117
C 20.928 15.242 10.819
N 21.333 15.324 9.759
H 20.607 14.285 12.716
H 19.213 14.981 12.028
H 20.449 16.061 12.646
C 11.779 14.730 18.881
C 12.556 13.875 17.966
N 13.071 13.211 17.194
H 11.452 14.233 19.804
H 10.874 15.046 18.346
H 12.344 15.620 19.116
C 18.076 10.882 9.383
C 18.269 11.449 10.727
N 18.392 11.903 11.786
H 18.126 11.684 8.654
H 17.115 10.334 9.329
H 18.859 10.163 9.163
C 22.567 15.721 21.796
C 21.673 15.213 20.755
N 20.940 14.810 20.026
H 22.448 16.782 22.018
H 23.598 15.461 21.614
H 22.218 15.153 22.664
C 22.313 20.565 15.186
C 23.191 20.052 16.205
N 23.938 19.670 17.006
H 21.387 20.880 15.612
H 22.101 19.772 14.465
H 22.797 21.427 14.697
C 24.293 20.791 20.243
C 24.949 21.010 21.564
N 25.407 21.144 22.598
H 23.808 21.743 19.968
H 23.592 19.969 20.177
H 25.067 20.499 19.552
C 22.354 11.620 10.686
C 21.618 10.598 9.972
N 21.005 9.829 9.396
H 22.481 12.462 9.994
H 23.269 11.209 11.058
H 21.830 11.977 11.565
C 15.352 18.774 22.871
C 14.281 19.614 23.421
N 13.463 20.290 23.877
H 15.702 18.085 23.662
H 16.081 19.479 22.495
H 15.044 18.192 22.002
C 20.182 9.473 21.016
C 20.437 10.778 20.414
N 20.432 11.812 19.945
H 19.175 9.542 21.422
H 20.778 9.211 21.875
H 20.253 8.737 20.204
C 17.018 21.960 19.378
C 17.820 20.753 19.472
N 18.468 19.800 19.565
H 17.435 22.759 19.948
H 15.990 21.730 19.698
H 16.938 22.316 18.338
C 11.695 14.843 14.278
C 10.550 15.294 15.059
N 9.642 15.620 15.664
H 12.170 15.734 13.833
H 11.449 14.083 13.542
H 12.418 14.382 14.977
C 23.501 15.257 14.879
C 23.380 14.606 13.590
N 23.229 14.140 12.540
H 23.311 14.548 15.691
H 22.813 16.098 15.013
H 24.541 15.586 14.970
C 24.007 17.229 11.157
C 23.240 17.758 12.286
N 22.590 18.166 13.144
H 23.536 16.302 10.878
H 25.053 17.244 11.417
H 23.820 17.850 10.302
C 13.840 10.440 15.833
C 14.128 9.234 15.051
N 14.382 8.339 14.387
H 14.678 11.144 15.755
H 13.631 10.174 16.862
H 12.936 10.936 15.502
C 15.196 14.346 11.477
Cl 14.681 12.927 10.569
Cl 14.815 14.246 13.179
Cl 14.556 15.847 10.850
H 16.267 14.406 11.431
C 26.643 18.210 15.713
Br 26.155 19.174 14.004
Br 27.896 19.270 16.798
Br 27.355 16.516 15.220
H 25.720 18.142 16.279
C 17.205 18.272 12.102
Br 19.089 18.604 12.583
Br 16.626 19.597 10.799
Br 16.201 18.271 13.766
H 17.203 17.310 11.612
C 16.297 22.571 13.433
Br 14.473 22.228 12.885
Br 16.594 21.720 15.152
Br 16.752 24.503 13.583
H 17.033 22.255 12.726
C 21.672 23.869 18.161
Br 20.667 24.577 16.646
Br 23.585 23.680 17.762
Br 20.964 22.065 18.652
H 21.535 24.522 19.009
C 15.201 18.150 17.451
Br 15.311 17.291 19.147
Br 14.420 19.989 17.358
Br 14.103 16.960 16.240
H 16.236 18.289 17.181
C 26.239 16.173 19.184
Br 26.286 14.426 20.043
Br 26.059 17.567 20.543
Br 24.687 16.115 17.958
H 27.131 16.319 18.568
C 19.149 21.169 23.855
Br 19.547 21.515 25.721
Br 19.279 19.207 23.521
Br 20.325 22.145 22.647
H 18.101 21.388 23.578
*
```

Results of the Mulliken charge analysis, in e, for atoms 1 through 99:
1. V 0.607
2. C -0.273
3. F 0.125
4. F 0.179
5. F 0.039
6. S 0.267
7. O -0.050
8. O -0.219
9. N 0.265
10. S 0.310
11. O -0.208
12. O -0.189
13. C -0.572
14. F -0.221
15. F 0.182
16. F -0.032
17. C 0.640
18. F -0.224
19. F -0.231
20. F -0.118
21. S 0.812
22. O -0.576
23. O -0.706
24. N -0.471
25. S 1.109
26. O -0.634
27. O 0.037
28. C 0.341
29. F -0.125
30. F -0.195
31. F -0.134
32. O -0.592
33. C 0.452
34. O -0.115
35. B 1.516
36. O -0.720
37. C 0.516
38. O -0.593
39. O -0.500
40. C 0.477
41. O -0.533
42. C -0.101
43. O -0.501
44. O 0.519
45. C -0.978
46. C 0.537
47. N -0.399
48. H 0.371
49. H 0.529
50. H -0.017
51. C 1.299
52. C -0.282
53. N -0.632
54. H -0.144
55. H 0.032
56. H -0.304
57. C -0.853
58. C 0.304
59. N -0.197
60. H 0.350
61. H 0.304
62. H 0.150
63. C -0.962
64. C 0.341
65. N -0.267
66. H 0.275
67. H 0.301
68. H 0.396
69. C -1.475
70. C 0.441
71. N 0.471
72. H 0.317
73. H 0.210
74. H 0.386
75. C -0.283
76. C 0.256
77. N -0.166
78. H 0.174
79. H -0.165
80. H 0.405
81. C 0.292
82. C 0.036
83. N -0.471
84. H 0.018
85. H -0.055
86. H 0.203
87. C -0.223
88. C 0.291
89. N -0.517
90. H 0.238
91. H 0.345
92. H -0.164
93. C 0.139
94. C 0.064
95. N -0.414
96. H 0.251
97. H 0.021
98. H -0.092
99. C -1.250



Here is a structure of composition C31H16F5N5O2RuS from the Open Molecules 2025 dataset. Energies are from wB97M-V/def2-TZVPD.

Summary:
relative energy (zero: lowest compared OMol25 entry of this formula, charge and spin)	0.0	kcal per mole
gap between HOMO and LUMO (spin up / spin down)	5.573 / 6.229	eV
E_LUMO (spin up / spin down)	2.69 / 0.90	eV
energy	-2607.66141	a.u.

Structure (ORCA input):
```
! RIJCOSX wB97M-V def2-TZVPD def2/J DEFGRID3
* xyz -1 6
Ru -0.090 -0.041 0.517
C 2.568 -0.372 3.877
C 2.815 0.954 4.279
C 2.100 1.965 3.717
C 1.103 1.701 2.732
N 0.949 0.415 2.293
C 1.649 -0.582 2.891
N 0.371 2.746 2.336
C -0.698 2.643 1.562
N -1.172 1.523 0.904
C -2.377 1.809 0.286
N -3.183 0.979 -0.354
C -3.053 -0.357 -0.323
C -4.092 -1.110 -0.939
C -4.093 -2.470 -0.885
C -3.055 -3.136 -0.210
C -2.056 -2.377 0.333
N -2.025 -1.026 0.269
C -2.648 3.202 0.501
C -3.707 4.018 0.094
C -3.695 5.339 0.481
C -2.650 5.857 1.278
C -1.610 5.057 1.695
C -1.609 3.717 1.297
H 3.091 -1.211 4.313
H 3.559 1.168 5.037
H 2.231 2.998 4.004
H 1.433 -1.582 2.539
H -4.872 -0.546 -1.430
H -4.892 -3.032 -1.354
H -3.018 -4.213 -0.133
H -1.219 -2.839 0.839
H -4.505 3.610 -0.513
H -4.497 5.998 0.172
H -2.673 6.902 1.563
H -0.806 5.441 2.309
O 0.800 -3.375 1.356
C 1.367 -2.838 0.406
O 1.168 -1.624 0.019
C 2.389 -3.579 -0.398
C 2.555 -4.941 -0.178
C 3.483 -5.670 -0.898
C 4.258 -5.022 -1.854
C 4.106 -3.668 -2.085
C 3.171 -2.923 -1.356
S 3.032 -1.213 -1.664
H 1.933 -5.404 0.577
H 3.602 -6.731 -0.724
H 4.988 -5.579 -2.429
H 4.710 -3.172 -2.834
F -0.725 -1.349 -2.393
C -0.170 -0.134 -2.580
C 0.184 0.649 -1.498
C 0.759 1.866 -1.801
F 1.156 2.696 -0.815
C 0.982 2.296 -3.098
F 1.552 3.484 -3.356
C 0.611 1.480 -4.150
F 0.817 1.876 -5.414
C 0.026 0.255 -3.892
F -0.329 -0.534 -4.918
*
```

Charge distribution, Mulliken scheme, values in e:
1. Ru -0.686
2. C -1.046
3. C -0.192
4. C -0.697
5. C 0.456
6. N 0.094
7. C -0.251
8. N -0.595
9. C -0.582
10. N 0.368
11. C -0.489
12. N -0.583
13. C 0.389
14. C -0.637
15. C -0.265
16. C -0.996
17. C -0.432
18. N 0.080
19. C 0.354
20. C -0.271
21. C -0.557
22. C -0.562
23. C -0.334
24. C 0.708
25. H 0.430
26. H 0.384
27. H 0.465
28. H 0.485
29. H 0.449
30. H 0.389
31. H 0.444
32. H 0.666
33. H 0.513
34. H 0.389
35. H 0.391
36. H 0.504
37. O -0.778
38. C 1.083
39. O 0.013
40. C -0.572
41. C -0.556
42. C -0.639
43. C -0.460
44. C -0.612
45. C 0.722
46. S -0.156
47. H 0.430
48. H 0.382
49. H 0.360
50. H 0.400
51. F -0.408
52. C 1.104
53. C -0.458
54. C 0.778
55. F -0.368
56. C -0.015
57. F -0.334
58. C 0.713
59. F -0.335
60. C 0.254
61. F -0.329



Here is a cluster of 4 separate species, C5H21N2O4 in total from the Open Molecules 2025 dataset. Energies are from wB97M-V/def2-TZVPD.

Summary:
relative energy (zero: lowest compared OMol25 entry of this formula, charge and spin)	47.0	kcal per mole
gap between HOMO and LUMO	8.654	eV
E_LUMO	-2.79	eV
energy	-613.30155	a.u.

Structure (ORCA input):
```
! RIJCOSX wB97M-V def2-TZVPD def2/J DEFGRID3
* xyz 1 1
N -0.836 1.746 0.220
C 0.414 1.150 0.825
C 1.031 0.193 -0.237
N 0.690 -1.171 -0.109
C 1.691 -2.071 0.509
C -0.468 -1.757 -0.746
C -1.650 -1.809 0.227
O -2.335 -0.542 0.035
H -1.252 2.289 0.975
H -1.501 0.933 0.118
H -0.778 2.164 -0.731
H 0.019 0.694 1.739
H 1.010 1.953 1.307
H 0.868 0.623 -1.228
H 2.110 0.252 -0.080
H 2.651 -1.743 0.108
H 1.577 -2.017 1.595
H 1.493 -3.091 0.156
H -0.256 -2.710 -1.244
H -0.886 -1.185 -1.601
H -2.409 -2.587 -0.054
H -1.404 -2.050 1.254
H -3.250 -0.715 0.272
H 3.504 1.345 -2.668
H 3.788 1.975 -1.307
O 3.099 1.491 -1.802
H 1.375 3.011 -1.490
H 0.466 3.507 -2.625
O 0.466 3.243 -1.705
H -2.622 -1.574 3.001
H -3.154 -0.313 2.649
O -3.451 -1.232 2.638
*
```

Charge distribution, Mulliken scheme, values in e:
1. N -0.133
2. C -0.712
3. C -0.940
4. N 0.310
5. C -1.109
6. C -0.955
7. C -0.264
8. O -0.644
9. H 0.372
10. H 0.298
11. H 0.387
12. H 0.412
13. H 0.398
14. H 0.622
15. H 0.233
16. H 0.414
17. H 0.290
18. H 0.333
19. H 0.514
20. H 0.293
21. H 0.434
22. H 0.148
23. H 0.307
24. H 0.267
25. H 0.309
26. O -0.572
27. H 0.303
28. H 0.320
29. O -0.650
30. H 0.327
31. H 0.313
32. O -0.626